53
Properties=species:S:1:pos:R:3 method="wB97M-V/def2-TZVPD" relative_energy_kcal_mol=0.0 total_charge=+1 homo_ev=-10.85 e_lumo_ev=-2.90 smiles="COc1ccc2[nH]c[n+]([C@H](/C=C/c3ccc(C)cc3)c3ccc(C)cc3)c2c1" gap_ha=0.292
O 0.426 -5.333 -2.639
N 2.652 -1.479 0.554
N 0.609 -1.006 -0.031
C 0.938 5.440 -0.064
C 0.202 -3.179 -1.421
C 1.168 3.804 -2.305
C 2.914 -3.670 -0.623
C -1.426 -0.705 1.276
C -0.841 -5.288 -3.312
C 0.683 3.230 -1.102
C 0.910 -2.279 -0.614
C -2.975 -1.443 3.510
C 0.588 4.088 0.026
C 1.518 5.148 -2.391
C 2.252 -4.587 -1.425
C -2.016 -1.975 1.347
C -2.291 -0.220 3.492
C 0.906 -4.348 -1.837
C 1.423 5.982 -1.265
C -0.658 -0.294 0.010
C -0.362 1.202 -0.077
C -2.757 -2.346 2.466
C -1.479 0.116 2.406
C -3.931 -1.798 4.611
C 1.656 -0.584 0.685
C 1.870 7.414 -1.369
C 0.346 1.807 -1.060
C 2.216 -2.536 -0.239
H 0.244 3.690 0.982
H 1.296 7.958 -2.129
H -1.912 -2.658 0.504
H -0.909 1.048 2.450
H -3.955 -1.020 5.376
H -1.658 -5.268 -2.579
H -0.866 -6.224 -3.884
H 1.679 0.335 1.265
H 2.928 7.484 -1.659
H 3.573 -1.431 0.979
H -3.201 -3.347 2.515
H 0.673 1.231 -1.931
H 2.728 -5.496 -1.785
H 1.852 5.571 -3.342
H -3.688 -2.754 5.096
H 1.255 3.162 -3.184
H -0.891 -4.428 -3.994
H -1.210 -0.654 -0.878
H -4.945 -1.896 4.201
H -0.839 -2.988 -1.716
H -2.418 0.459 4.338
H 0.829 6.102 0.801
H 1.751 7.939 -0.417
H 3.944 -3.815 -0.307
H -0.801 1.842 0.689

=====

56
Properties=species:S:1:pos:R:3 method="wB97M-V/def2-TZVPD" total_charge=0 homo_ev="-7.01 / -6.89" multiplicity=2 e_lumo_ev="-0.17 / -0.61" gap_ha="0.251 / 0.231"
Te -1.489 -0.871 -2.283
Ru -0.568 -0.763 0.164
O -2.223 0.055 1.006
O 0.485 0.457 1.390
N -1.212 -2.567 0.614
N 1.150 -1.804 -0.181
C 4.573 1.106 1.603
C 1.641 2.796 -1.280
C 2.622 3.876 -0.926
C 1.716 -0.492 -3.147
C -2.437 -2.880 0.879
C -5.730 -0.374 1.611
C -0.149 0.711 -1.866
C -0.198 -3.632 0.497
C 1.778 0.604 1.430
C 0.831 -3.185 -0.543
C 2.295 1.692 2.172
C -3.353 -0.562 1.146
C 0.301 2.909 -0.973
C 2.726 -0.256 0.808
C -0.624 1.909 -1.296
C -4.805 -2.543 1.250
C -4.503 0.211 1.453
C -5.899 -1.767 1.508
C 1.207 0.633 -2.288
C -3.523 -1.978 1.060
C 2.070 1.661 -1.972
C 3.644 1.938 2.242
C -2.078 2.209 -1.067
C 2.343 -1.478 0.147
C 4.100 0.015 0.916
H -0.670 -4.580 0.237
H 3.021 4.351 -1.825
H 2.789 -0.386 -3.308
H 3.135 -2.208 -0.029
H -6.876 -2.212 1.640
H 5.633 1.307 1.672
H -2.661 -3.941 0.995
H 1.517 -1.469 -2.712
H 2.158 4.646 -0.311
H 3.994 2.796 2.805
H -4.372 1.281 1.541
H -4.905 -3.621 1.186
H 0.373 -3.189 -1.533
H 1.716 -3.825 -0.539
H -2.194 3.262 -0.810
H 1.577 2.335 2.664
H -0.058 3.810 -0.488
H -6.590 0.251 1.823
H -2.496 1.607 -0.262
H 3.464 3.458 -0.372
H 0.294 -3.736 1.467
H 4.793 -0.670 0.438
H -2.661 2.000 -1.964
H 1.218 -0.489 -4.117
H 3.112 1.591 -2.271

=====

59
Properties=species:S:1:pos:R:3 method="wB97M-V/def2-TZVPD" total_charge=0 homo_ev="-7.31 / -7.51" multiplicity=5 e_lumo_ev="0.11 / -2.52" gap_ha="0.273 / 0.184"
Rh -1.360 -0.318 -0.918
S -3.710 -0.645 -2.278
S 0.080 1.489 0.441
O -2.840 0.019 0.584
O 5.826 3.278 3.548
O 6.097 1.093 3.369
O -1.027 1.046 -2.489
N -1.360 -2.335 -0.003
N 0.380 -1.336 -1.852
C 5.420 2.054 3.145
C -2.351 -2.140 3.497
C 1.595 1.656 1.234
C 2.599 1.359 -2.886
C 2.578 0.653 1.140
C -1.623 -2.584 1.218
C -2.269 -1.694 2.163
C -3.166 -1.277 -3.871
C 0.300 2.886 -3.110
C 3.100 2.961 2.600
C 4.069 1.965 2.488
C 0.159 1.531 -2.718
C -2.903 -1.372 4.489
C 1.873 2.816 1.976
C -0.629 -3.305 -0.808
C 1.378 -0.621 -2.184
C 1.530 3.432 -3.370
C 2.707 2.671 -3.264
C 1.352 0.763 -2.605
C -3.347 0.361 2.854
C -3.398 -0.103 4.145
C 3.798 0.808 1.763
C 0.660 -2.678 -1.320
C -4.327 -2.154 -1.528
C -2.798 -0.421 1.806
H 2.360 -0.242 0.570
H -4.011 -1.557 -4.500
H -3.831 0.525 4.917
H 1.377 -2.612 -0.498
H 4.561 0.043 1.705
H 1.116 3.584 2.055
H -0.403 -4.216 -0.248
H -2.602 -0.475 -4.346
H 3.272 3.852 3.193
H -2.956 -1.731 5.507
H -1.253 -3.578 -1.664
H 5.207 3.954 3.244
H 1.595 4.475 -3.662
H -1.318 -3.559 1.621
H 2.381 -1.066 -2.119
H -2.506 -2.134 -3.731
H -3.735 1.336 2.587
H -1.954 -3.122 3.734
H 1.091 -3.315 -2.094
H -4.551 -1.915 -0.489
H -3.562 -2.931 -1.555
H -5.231 -2.500 -2.030
H 3.494 0.748 -2.793
H 3.672 3.110 -3.477
H -0.608 3.471 -3.186

=====

57
Properties=species:S:1:pos:R:3 method="wB97M-V/def2-TZVPD" relative_energy_kcal_mol=35.3 total_charge=0 homo_ev=-7.72 e_lumo_ev=0.48 smiles="O=C(c1ccc2c(c1)CCN2S(=O)(=O)c1ccccc1)N1CCN(c2ccccc2)CC1" gap_ha=0.301
S 2.223 -4.102 -0.568
O 1.166 -3.519 -1.343
O 2.275 -5.528 -0.437
O -0.141 1.926 3.288
N -2.260 3.398 -0.759
N 2.224 -3.468 0.998
N -1.382 1.792 1.414
C 0.804 -2.202 2.305
C 1.863 -4.326 2.128
C 3.838 -2.676 -2.279
C 1.634 -2.220 1.182
C -5.638 2.817 -2.171
C -1.797 4.004 0.473
C -5.405 5.118 -1.599
C 3.794 -3.506 -1.177
C 1.120 0.055 0.752
C 0.127 -1.056 2.652
C 4.943 -3.894 -0.517
C 1.812 -1.095 0.401
C -4.360 2.565 -1.707
C 5.066 -2.216 -2.729
C 0.798 -3.563 2.940
C -6.176 4.089 -2.116
C -0.423 1.343 2.256
C 0.274 0.080 1.855
C 6.226 -2.594 -2.072
C -3.573 3.591 -1.175
C -1.825 1.160 0.194
C -2.033 3.061 1.663
C -4.126 4.878 -1.143
C 6.168 -3.433 -0.969
C -1.596 2.133 -0.976
H 7.182 -2.235 -2.422
H -3.539 5.706 -0.777
H -0.724 4.203 0.378
H -2.897 0.946 0.284
H -2.311 4.945 0.655
H 1.513 -5.284 1.744
H -3.111 2.898 1.791
H 7.076 -3.727 -0.465
H -0.190 -4.022 2.851
H -6.221 2.000 -2.573
H 4.861 -4.554 0.332
H -7.176 4.279 -2.473
H 2.765 -4.498 2.723
H -0.516 -1.026 3.518
H 5.117 -1.566 -3.589
H -3.989 1.554 -1.760
H 2.464 -1.111 -0.457
H 1.057 -3.520 3.997
H -1.289 0.225 0.032
H -5.801 6.122 -1.560
H 2.913 -2.408 -2.766
H -1.920 1.695 -1.919
H -0.522 2.340 -1.052
H -1.616 3.476 2.582
H 1.249 0.950 0.162

=====

57
Properties=species:S:1:pos:R:3 method="wB97M-V/def2-TZVPD" relative_energy_kcal_mol=51.3 total_charge=0 homo_ev=-8.05 e_lumo_ev=0.47 smiles="COc1ccc([C@@H]2[C@@H](C(=O)NCc3ccccn3)c3ccccc3C(=O)N2C)cc1OC" gap_ha=0.313
O 5.873 -0.636 0.469
O -1.877 -3.190 -0.465
O -1.480 1.672 1.037
O 4.121 1.664 0.758
N -0.538 -0.384 1.101
N -2.601 -1.247 -1.363
N -4.276 -0.642 1.330
C -0.060 -0.234 -1.670
C 0.369 -0.085 -2.980
C -0.203 -1.563 -1.006
C 1.745 -1.153 0.522
C -0.386 0.901 -0.923
C -4.564 2.019 0.621
C 2.632 -2.209 0.382
C 0.255 -1.416 0.463
C -3.989 -1.367 -0.954
C -0.923 -0.604 2.474
C -4.272 -0.281 0.056
C 3.224 2.745 0.810
C -4.569 1.640 1.953
C 2.253 0.130 0.660
C 3.990 -1.969 0.378
C -0.857 0.776 0.487
C 0.150 2.302 -2.799
C 4.513 -0.683 0.502
C 6.574 0.580 0.596
C -4.415 1.043 -0.347
C -0.286 2.164 -1.494
C -4.425 0.295 2.250
C 3.617 0.392 0.645
C -1.650 -2.092 -0.923
C 0.479 1.178 -3.539
H 6.344 1.269 -0.220
H 0.823 1.284 -4.557
H 1.567 0.950 0.792
H 3.849 3.637 0.841
H -4.670 2.370 2.740
H 0.407 -2.325 -1.496
H -2.318 -0.329 -1.678
H -4.663 3.058 0.343
H -4.111 -2.349 -0.496
H 2.583 2.782 -0.078
H -1.621 -1.441 2.536
H 2.599 2.714 1.708
H -4.638 -1.272 -1.830
H -4.402 1.299 -1.397
H 7.628 0.304 0.551
H 4.694 -2.778 0.274
H -4.421 -0.058 3.273
H 0.624 -0.960 -3.559
H 0.235 3.285 -3.239
H 6.367 1.069 1.550
H 0.038 -2.361 0.974
H 2.262 -3.218 0.279
H -1.413 0.299 2.833
H -0.041 -0.815 3.082
H -0.552 3.022 -0.894

=====

60
Properties=species:S:1:pos:R:3 method="wB97M-V/def2-TZVPD" relative_energy_kcal_mol=0.0 total_charge=0 homo_ev="-8.12 / -8.32" multiplicity=3 e_lumo_ev="-0.11 / -0.20" gap_ha="0.294 / 0.298"
Ni 0.669 0.099 0.323
S 0.156 1.549 1.983
S 0.753 1.407 -1.661
P -0.430 -1.739 -0.625
O 2.217 -1.040 0.162
O 3.210 -2.947 -0.428
N 1.095 3.937 -2.315
N 0.007 -0.769 3.238
N 1.483 3.422 -0.078
N 1.192 0.963 4.356
C 0.490 0.471 3.339
C -0.261 -3.004 4.097
C 0.649 -2.007 -4.560
C 0.652 -2.133 -3.178
C -0.436 -1.437 -5.207
C 0.986 -1.193 5.351
C -2.477 -3.649 -0.569
C -1.523 -0.986 -4.470
C 1.731 5.632 -0.742
C 1.348 6.150 -3.183
C -2.897 -1.580 0.592
C -4.161 -2.037 0.943
C 1.388 5.191 -2.036
C 2.133 4.948 1.677
C 1.126 3.025 -1.329
C -0.438 -1.687 -2.437
C -3.734 -4.104 -0.214
C 2.221 -2.289 -0.178
C 1.427 0.117 5.355
C -2.054 -2.382 -0.167
C 0.259 -1.608 4.240
C -4.577 -3.295 0.540
C 1.779 4.695 0.253
C -1.522 -1.105 -3.092
C 0.831 -2.972 -0.199
H 1.333 4.597 2.330
H -5.562 -3.652 0.813
H 2.305 6.008 1.844
H 0.629 -3.308 0.822
H -0.387 -3.487 5.065
H 1.201 -1.864 6.170
H 1.499 7.178 -2.862
H 1.956 6.667 -0.538
H -2.369 -0.742 -2.522
H 0.393 6.062 -3.697
H 1.998 0.510 6.189
H 1.502 -2.355 -5.128
H 3.033 4.393 1.946
H 1.519 -2.565 -2.694
H 2.125 5.882 -3.900
H -4.815 -1.409 1.533
H -0.434 -1.339 -6.284
H -1.209 -2.995 3.563
H 1.522 2.710 0.658
H 0.444 -3.599 3.512
H 0.838 -3.843 -0.855
H -2.558 -0.604 0.921
H -1.826 -4.273 -1.170
H -2.368 -0.533 -4.970
H -4.061 -5.087 -0.526

=====

53
Properties=species:S:1:pos:R:3 method="wB97M-V/def2-TZVPD" relative_energy_kcal_mol=56.0 total_charge=0 homo_ev=-5.66 e_lumo_ev=-2.53 gap_ha=0.115
O -1.782 1.418 1.660
O -3.321 -0.056 0.820
N 0.007 -0.553 1.706
C 0.146 1.594 -2.780
C -1.179 -0.873 1.233
C -0.987 0.788 -2.547
C 3.324 1.145 3.452
C -1.163 3.591 -2.583
C -2.898 2.227 1.976
C 2.182 -2.461 -3.264
C -1.604 -2.266 0.978
C -2.608 3.704 1.785
C 1.320 -1.412 -3.061
C -2.180 0.183 1.202
C 3.126 -1.622 3.312
C 2.127 -0.823 2.729
C -0.465 -2.981 -2.687
C 4.192 -1.039 3.951
C -0.999 -0.628 -2.485
C -2.217 1.457 -2.359
C 0.406 -4.020 -2.900
C 1.738 -3.768 -3.178
C 0.979 -1.362 2.100
C -2.298 2.827 -2.381
C 0.052 2.964 -2.786
C 4.297 0.341 4.021
C 2.251 0.574 2.818
C -0.035 -1.635 -2.743
H -3.250 3.310 -2.238
H 1.470 1.180 2.391
H -2.677 3.979 0.733
H 0.936 3.557 -2.951
H -1.503 -3.189 -2.494
H 0.846 -2.426 2.011
H -3.111 0.875 -2.211
H -1.743 -2.803 1.915
H 2.429 -4.582 -3.331
H -0.875 -2.809 0.378
H -3.158 1.992 3.018
H -1.593 3.930 2.120
H 3.217 -2.263 -3.493
H -3.744 1.886 1.362
H 4.945 -1.658 4.410
H -1.219 4.669 -2.579
H -1.952 -1.025 -2.187
H 3.403 2.218 3.513
H 1.107 1.157 -2.944
H 1.704 -0.419 -3.150
H 5.139 0.792 4.518
H 0.052 -5.036 -2.850
H -3.301 4.337 2.341
H 3.027 -2.693 3.276
H -2.560 -2.291 0.452

=====

64
Properties=species:S:1:pos:R:3 method="wB97M-V/def2-TZVPD" relative_energy_kcal_mol=70.9 total_charge=-1 homo_ev=-4.53 e_lumo_ev=-0.30 gap_ha=0.156
Cl 1.892 -0.008 -2.072
Cl -5.295 0.111 -1.366
Cl 3.414 -1.330 0.274
Cl 3.537 1.694 -0.097
S 0.708 0.367 7.438
F 6.389 -2.433 2.557
F 6.639 -0.248 2.438
F 6.941 -1.290 4.344
O -0.553 -1.685 4.507
O -0.225 0.670 4.705
O 1.248 0.414 0.565
C -3.066 -1.334 -0.892
C -3.615 -0.057 -1.076
C -2.980 -1.845 4.511
C -1.689 -1.060 2.562
C 0.299 -0.462 0.556
C 2.548 -2.022 4.110
C -2.242 0.557 6.082
C 2.782 0.335 4.005
C -1.764 -1.057 4.072
C 6.152 -1.259 3.218
C -2.247 1.549 3.850
C -1.637 0.438 4.687
C 0.615 -0.668 8.829
C -2.802 1.079 -0.961
C 4.129 0.197 3.649
C 0.610 -0.956 6.335
C 4.678 -1.073 3.543
C 3.894 -2.198 3.784
C 0.507 -2.157 7.013
C 1.966 -0.770 4.222
C -1.458 0.951 -0.593
C 0.744 -0.097 10.177
C 0.537 -1.989 8.445
C -0.931 -0.313 -0.244
C -1.709 -1.451 -0.584
B 0.401 -0.621 4.747
B 2.468 0.212 -0.275
H -3.719 -2.194 -1.037
H -0.838 1.848 -0.569
H -2.515 -0.557 2.044
H -1.964 1.529 6.509
H -2.197 2.491 4.410
H -0.756 -0.543 2.273
H 1.964 -2.918 4.322
H -1.245 -2.440 -0.626
H -3.244 2.053 -1.170
H -0.047 0.622 10.391
H -2.946 -2.860 4.085
H 0.418 -3.127 6.532
H -3.309 1.361 3.649
H 1.700 0.421 10.276
H -1.708 1.685 2.907
H 0.593 -1.445 0.958
H 0.490 -2.828 9.140
H 4.337 -3.193 3.734
H 0.710 -0.916 10.887
H -1.915 -0.232 6.762
H -3.344 0.532 6.029
H 4.750 1.079 3.468
H -3.054 -1.914 5.598
H -3.903 -1.376 4.129
H 2.391 1.341 4.126
H -1.607 -2.080 2.158

=====

| no. | energy (eV) | strongest force on any atom (hartree/bohr) |
| --- | --- | --- |
| 1 | -31352.3654 | 0.0306 |
| 2 | -43281.7414 | 0.0134 |
| 3 | -62178.0996 | 0.0203 |
| 4 | -47778.8663 | 0.0238 |
| 5 | -38991.7747 | 0.0116 |
| 6 | -108391.3505 | 0.0065 |
| 7 | -31912.3939 | 0.0494 |
| 8 | -102926.6963 | 0.0732 |